[1]
12
Properties=species:S:1:pos:R:3:forces:R:3 method="wB97M-V/def2-TZVPD" e_homo_ev=-9.558 lumo_energy_ha=0.0142 total_energy_ev=-8337.93931
O 1.479689 -1.065992 1.690141 0.1 0.2 0.0
C 0.681154 -0.264964 0.996014 -0.1 0.1 -0.1
C -0.515516 -0.693216 0.184417 -0.1 -0.2 0.0
C -0.582061 0.838176 -0.095507 -0.2 0.3 -0.2
O -1.322524 1.517542 -0.761861 0.3 -0.3 0.3
C 0.602858 1.064556 0.746639 0.1 0.0 0.0
H 2.174339 -0.542024 2.114989 -0.1 -0.1 0.0
H -0.955421 -0.480368 -3.199497 0.0 0.0 0.0
H -1.355863 -1.106880 0.750337 0.1 0.1 -0.1
H -0.303092 -1.320006 -0.687220 0.0 0.1 0.1
H -1.081185 0.115723 -2.771026 0.0 -0.1 -0.1
H 1.177618 1.937454 1.032577 -0.1 -0.1 0.0

=====

[2]
12
Properties=species:S:1:pos:R:3:forces:R:3 method="wB97M-V/def2-TZVPD" e_homo_ev=-9.101 lumo_energy_ha=0.0323 total_energy_ev=-8337.20465
C -1.466418 0.421381 0.657042 0.1 0.8 0.0
C -0.036909 -1.602867 0.150689 0.0 -2.2 -0.1
O -0.125857 -2.446903 -0.605140 0.1 0.6 0.3
C 1.721900 0.063741 -0.262173 0.2 0.5 0.0
C 0.708709 0.836813 -0.655072 0.0 -0.6 -0.1
O -0.310208 1.240041 0.164413 -0.6 -0.6 0.2
H -2.184968 1.221738 0.694223 -0.5 0.1 0.3
H -1.295248 -0.000775 1.658852 0.2 0.4 -0.4
H -1.942513 -0.393576 0.069167 0.8 0.8 -0.3
H 1.854653 -0.177570 0.786295 -0.1 -0.1 -0.2
H 2.422259 -0.366971 -0.971666 0.1 0.5 0.0
H 0.654600 1.204949 -1.686630 -0.3 -0.2 0.3

=====

[3]
12
Properties=species:S:1:pos:R:3:forces:R:3 method="wB97M-V/def2-TZVPD" e_homo_ev=-9.488 lumo_energy_ha=0.0187 total_energy_ev=-8338.49215
C 1.207118 1.074023 -0.311695 0.1 0.0 0.0
O 0.633046 0.876318 0.984974 0.0 0.0 0.0
C -0.585665 0.326169 1.098978 -0.1 0.0 0.2
C -1.194602 -0.559744 0.289303 -0.1 -0.1 0.0
C -0.473252 -1.431991 -0.637776 0.2 0.0 -0.1
O -0.977958 -2.186442 -1.437889 -0.1 0.1 0.1
H 1.348460 2.146142 -0.475995 -0.1 -0.1 0.2
H 2.182062 0.586222 -0.357433 -0.2 -0.1 0.0
H 0.542279 0.677239 -1.072069 0.1 0.1 -0.2
H -1.048317 0.685137 2.015537 -0.2 0.1 -0.2
H -2.258441 -0.760932 0.404149 0.3 0.0 0.2
H 0.625270 -1.432140 -0.500084 0.0 0.0 -0.1

=====

[4]
12
Properties=species:S:1:pos:R:3:forces:R:3 method="wB97M-V/def2-TZVPD" e_homo_ev=-9.287 lumo_energy_ha=0.0052 total_energy_ev=-8335.70561
C -1.261334 0.219785 0.571676 -2.3 -1.3 1.9
C -0.523487 1.384592 0.030462 -1.0 -3.9 0.6
C -0.297347 -0.020289 -0.431363 5.2 -2.8 -0.3
C 1.367146 -0.835853 0.419435 -3.8 0.7 0.9
O -2.079859 -0.243355 1.351698 1.3 1.1 -1.4
O -0.218698 -0.454962 -1.757655 -1.7 -0.1 0.4
H -1.007440 1.974438 -0.593941 -2.6 2.7 -2.9
H 0.204291 1.828097 0.510875 3.6 2.2 2.6
H 1.100011 -1.904283 0.630020 0.4 1.0 -0.9
H 1.530242 -0.394085 1.409320 -0.4 0.2 -0.2
H 2.211526 -0.575086 -0.170823 0.3 -0.2 -1.0
H -1.025050 -0.978998 -1.969707 0.8 0.4 0.2

=====

[5]
12
Properties=species:S:1:pos:R:3:forces:R:3 method="wB97M-V/def2-TZVPD" smiles="O=CC1COC1" e_homo_ev=-9.895 lumo_energy_ha=0.0316 total_energy_ev=-8338.14539
O -0.951394 0.336015 -1.968197 -0.2 -0.2 0.1
C 0.181155 0.388447 -1.547006 -1.1 -0.1 -0.2
C 0.513802 -0.269161 -0.183109 -0.2 0.0 -0.3
C 0.431969 0.673151 1.048587 0.3 0.3 -0.1
O -0.824790 0.134569 1.451087 0.0 0.1 0.1
C -0.778372 -0.865757 0.421531 -0.1 -0.3 -0.2
H 0.798133 0.960731 -2.256552 1.3 -0.2 0.9
H 1.389344 -0.931887 -0.181830 -0.2 0.3 -0.3
H 1.205406 0.506371 1.811597 -0.1 0.0 -0.2
H 0.377407 1.744003 0.823565 0.0 -0.1 0.1
H -1.635892 -0.796307 -0.251856 0.1 -0.1 0.2
H -0.706768 -1.880175 0.832184 0.2 0.2 0.0

=====

[6]
12
Properties=species:S:1:pos:R:3:forces:R:3 method="wB97M-V/def2-TZVPD" smiles="CC(=O)CC=O" e_homo_ev=-9.804 lumo_energy_ha=0.0271 total_energy_ev=-8339.67878
C 0.458692 -0.974134 -1.454174 0.1 -0.1 -0.1
C 0.582745 -0.433050 -0.050891 0.3 0.0 0.1
O 1.632502 -0.449852 0.556929 -0.4 0.0 -0.3
C -0.662462 0.144519 0.601583 -0.1 0.1 0.0
C -0.367224 1.441919 1.332460 -0.2 0.2 0.1
O -1.170303 2.335200 1.433676 0.3 -0.3 -0.1
H -0.568822 -1.240999 -1.715959 0.2 0.0 0.1
H 1.120142 -1.835404 -1.567829 -0.1 0.1 0.0
H 0.795671 -0.201335 -2.156886 -0.1 -0.1 0.1
H -1.496015 0.300423 -0.089088 0.1 0.0 0.1
H -0.975181 -0.601366 1.346453 0.0 0.1 0.0
H 0.650256 1.514080 1.763724 -0.1 0.0 0.0

=====

[7]
12
Properties=species:S:1:pos:R:3:forces:R:3 method="wB97M-V/def2-TZVPD" e_homo_ev=-10.327 lumo_energy_ha=0.0245 total_energy_ev=-8334.96977
C -1.085096 -0.367297 -0.092718 2.2 4.0 0.3
C -2.807592 -1.079544 -0.852914 3.8 1.2 1.0
C 1.531690 0.710754 -0.098483 -0.9 1.0 -0.4
C 0.628221 -0.176379 0.708163 -2.6 -2.8 -0.5
O -1.470535 -0.886160 -1.316250 -0.6 -1.8 -2.2
O -2.375887 -0.615134 0.357116 -2.7 -1.9 2.4
H -1.187870 0.718469 -0.173010 0.7 0.3 -0.4
H 1.135928 1.709137 -0.326700 -0.1 -0.2 0.1
H 1.680990 0.186979 -1.057120 0.5 0.4 0.4
H 2.447381 0.880256 0.484178 0.0 -0.3 -0.4
H 0.317805 0.046753 1.760268 0.6 0.1 -1.1
H 1.184964 -1.127833 0.607471 -1.0 0.0 0.8

=====

[8]
12
Properties=species:S:1:pos:R:3:forces:R:3 method="wB97M-V/def2-TZVPD" smiles="O=C[C@H]1C[C@H]1O" e_homo_ev=-9.928 lumo_energy_ha=0.0263 total_energy_ev=-8338.03962
O -2.811048 -0.357414 -0.022239 1.7 0.1 0.0
C -1.617878 -0.483217 0.182078 0.0 -1.0 1.0
C -0.506640 0.400789 -0.356618 -1.4 0.8 -1.1
C 0.613144 0.933557 0.576720 -0.6 2.8 -0.9
C 0.890919 -0.046226 -0.489794 3.4 -1.3 1.4
O 1.368356 -1.274353 0.175587 -1.2 0.8 -1.7
H -1.244182 -1.359254 0.909976 -0.5 1.6 -1.3
H -0.749977 1.121897 -1.214687 -0.2 -1.2 1.6
H 0.830702 2.008999 0.296418 -0.2 -1.4 0.6
H 0.628495 0.774304 1.664494 0.0 -0.6 -0.8
H 1.563070 0.283752 -1.351326 -1.3 -0.6 1.1
H 1.035036 -2.002836 -0.370613 0.3 0.0 0.2